Formula: C17H24N6O3
Source: the Open Molecules 2025 dataset
Level of theory: wB97M-V/def2-TZVPD

```
! RIJCOSX wB97M-V def2-TZVPD def2/J DEFGRID3
* xyz 0 1
H 5.83172 -2.68566 -1.34473
N 6.67678 -1.97738 -1.15593
C 6.27906 -1.04557 -0.45070
N 6.66360 0.32929 -0.74531
N 5.36964 -1.18120 0.49312
C 4.57067 -0.09771 0.80083
C 3.43040 0.05606 -0.31009
C 2.35393 1.11305 0.17753
C 1.13164 0.59306 0.82659
N 1.22936 -0.38949 2.00780
C 0.20206 -0.12160 -0.23128
O 0.39438 -1.33968 -0.19638
N -0.78244 0.55469 -0.91860
C -1.47778 1.63229 -0.36598
C -2.27010 1.20100 0.85746
C -3.58201 0.83020 0.31588
C -4.72786 1.45429 0.32771
N -5.76487 0.71785 -0.17483
C -5.45549 -0.74259 -0.24474
C -6.03992 -1.98393 -0.65904
C -5.30431 -3.13058 -0.49672
C -3.87185 -3.13491 -0.26102
C -3.26289 -1.87595 -0.03627
C -3.97610 -0.60660 -0.05160
C -0.98045 3.19397 -0.46575
O -1.32926 4.18472 0.14222
O -0.21318 3.41844 -1.61474
H 6.72234 0.98027 -0.00781
H 7.46471 0.23977 -1.39780
H 4.99229 -2.22486 0.64105
H 4.04983 -0.07845 1.74757
H 5.15746 0.97706 0.84587
H 3.06141 -1.17573 -0.29113
H 3.96434 0.45167 -1.19405
H 2.29375 1.88183 -0.69519
H 2.88699 1.71550 0.81482
H 0.52669 1.45219 1.24282
H 0.46127 -0.26314 2.79451
H 1.28991 -1.40543 1.85021
H -1.51465 -0.10929 -1.39925
H -2.29222 1.77832 -1.18832
H -1.71227 0.47849 1.34328
H -2.45178 1.97604 1.74963
H -4.96658 2.54553 0.63096
H -6.67078 1.03264 0.36611
H -7.00227 -2.00002 -1.31919
H -6.00525 -3.97792 -0.97827
H -3.09189 -3.87003 -0.21570
H -2.23863 -1.80328 0.36729
H -0.01940 2.43277 -1.93282
*
```

Relative energy (zero: lowest compared OMol25 entry of this formula, charge and spin) ... 816.9 kJ/mol
SMILES string ... [H]/N=C(/N)NCCC[C@H](N)C(=O)N[C@@H](Cc1c[nH]c2ccccc12)C(=O)O
Maximum force ... 0.107 hartree/bohr
Kohn-Sham gap ... 0.332 hartree
HOMO level ... -0.3162 hartree

List of Löwdin charges in e, atom by atom: number 1, H, carries 0.10; number 2, N, carries 0.07; number 3, C, carries -0.66; number 4, N, carries 0.11; number 5, N, carries -0.02; number 6, C, carries -0.28; number 7, C, carries -0.13; number 8, C, carries -0.18; number 9, C, carries -0.28; number 10, N, carries 0.03; number 11, C, carries -0.41; number 12, O, carries 0.03; number 13, N, carries 0.08; number 14, C, carries -0.27; number 15, C, carries -0.10; number 16, C, carries -0.22; number 17, C, carries -0.14; number 18, N, carries 0.02; number 19, C, carries -0.10; number 20, C, carries -0.09; number 21, C, carries -0.12; number 22, C, carries -0.07; number 23, C, carries -0.05; number 24, C, carries -0.06; number 25, C, carries -0.40; number 26, O, carries 0.10; number 27, O, carries 0.03; number 28, H, carries 0.04; number 29, H, carries 0.10; number 30, H, carries 0.21; number 31, H, carries 0.09; number 32, H, carries 0.15; number 33, H, carries 0.18; number 34, H, carries 0.10; number 35, H, carries 0.15; number 36, H, carries 0.07; number 37, H, carries 0.14; number 38, H, carries 0.12; number 39, H, carries 0.07; number 40, H, carries 0.20; number 41, H, carries 0.18; number 42, H, carries 0.08; number 43, H, carries 0.18; number 44, H, carries 0.17; number 45, H, carries 0.18; number 46, H, carries 0.14; number 47, H, carries 0.14; number 48, H, carries 0.09; number 49, H, carries 0.09; number 50, H, carries 0.15

***

Formula: C16H33AuF6N7OP
Source: the Open Molecules 2025 dataset
Level of theory: wB97M-V/def2-TZVPD

```
! RIJCOSX wB97M-V def2-TZVPD def2/J DEFGRID3
* xyz 3 2
Au 0.54842 -0.01649 -0.01981
C 0.41894 2.32243 4.30820
N 1.31952 1.29194 3.79501
C 2.10183 0.51026 4.77874
C 2.87340 -0.49260 3.91483
N 2.45835 -0.13250 2.55237
C 3.10209 -0.77062 1.43078
C 1.53927 0.83706 2.57765
N 0.98559 1.31436 1.40397
C 0.01272 2.40277 1.38219
C -0.15737 2.78033 -0.07458
N -0.61377 1.55202 -0.77800
C -1.65824 1.59813 -1.56248
N -2.59160 0.58304 -1.77491
C -2.59090 -0.75299 -1.23468
C -3.70732 1.04079 -2.57319
C -3.43049 2.51592 -2.78939
N -2.06983 2.65662 -2.29205
C -1.25423 3.80205 -2.68914
H 0.64811 2.44058 5.36428
H -0.62475 2.02258 4.22416
H 0.59361 3.28816 3.84192
H 1.40619 0.01262 5.45371
H 2.74656 1.17447 5.35202
H 2.59440 -1.52462 4.12730
H 3.95535 -0.38813 4.00193
H 4.17703 -0.82084 1.61646
H 3.01529 -0.15235 0.52091
H 2.73180 -1.78315 1.26740
H 0.42671 3.25935 1.91691
H -0.93911 2.11668 1.83497
H 0.79735 3.11014 -0.48568
H -0.89103 3.57980 -0.16774
H -3.04928 -0.73185 -0.23707
H -1.57830 -1.12253 -1.12970
H -3.18150 -1.39290 -1.88729
H -4.63804 0.81431 -2.04339
H -3.72859 0.47346 -3.51274
H -4.11226 3.15727 -2.22208
H -3.47304 2.81592 -3.83656
H -1.50169 4.03918 -3.72244
H -0.20122 3.54570 -2.61733
H -1.47711 4.67504 -2.07401
C 1.93274 -1.72013 -4.06337
N 1.33040 -2.70590 -3.15852
C 1.50987 -4.11321 -3.55710
C 0.75385 -2.37470 -2.03271
C 0.22988 -3.44013 -1.12501
O 0.64035 -1.11071 -1.75445
H 3.00158 -1.91597 -4.13574
H 1.76791 -0.71510 -3.69455
H 1.49134 -1.83179 -5.05202
H 1.75952 -4.13332 -4.61430
H 0.60025 -4.68632 -3.40619
H 2.32587 -4.56635 -2.99517
H 1.04035 -4.09650 -0.80299
H -0.48778 -4.06933 -1.65140
H -0.24854 -3.01908 -0.25177
F 0.19495 -1.63484 1.38555
P -1.31758 -1.63016 2.42349
F -1.68334 -0.23326 1.60171
F -2.62336 -1.56064 3.25615
F -0.47102 -0.71816 3.43130
F -1.98361 -2.43460 1.20469
F -0.74653 -2.94122 3.05094
*
```

Relative energy (zero: lowest compared OMol25 entry of this formula, charge and spin) ... 88.1 kJ/mol
Maximum force ... 0.012 hartree/bohr
Kohn-Sham gap (spin up / spin down) ... 0.202 / 0.159 hartree
HOMO level (spin up / spin down) ... -0.6402 / -0.6406 hartree

List of Löwdin charges in e, atom by atom: number 1, Au, carries 1.36; number 2, C, carries 0.02; number 3, N, carries -0.05; number 4, C, carries -0.05; number 5, C, carries -0.05; number 6, N, carries -0.08; number 7, C, carries -0.03; number 8, C, carries -0.32; number 9, N, carries -0.02; number 10, C, carries -0.19; number 11, C, carries -0.16; number 12, N, carries 0.00; number 13, C, carries -0.26; number 14, N, carries 0.06; number 15, C, carries 0.04; number 16, C, carries -0.03; number 17, C, carries -0.03; number 18, N, carries 0.00; number 19, C, carries 0.05; number 20, H, carries 0.11; number 21, H, carries 0.11; number 22, H, carries 0.09; number 23, H, carries 0.14; number 24, H, carries 0.14; number 25, H, carries 0.14; number 26, H, carries 0.14; number 27, H, carries 0.12; number 28, H, carries 0.09; number 29, H, carries 0.09; number 30, H, carries 0.13; number 31, H, carries 0.13; number 32, H, carries 0.13; number 33, H, carries 0.13; number 34, H, carries 0.13; number 35, H, carries 0.05; number 36, H, carries 0.14; number 37, H, carries 0.18; number 38, H, carries 0.18; number 39, H, carries 0.17; number 40, H, carries 0.16; number 41, H, carries 0.12; number 42, H, carries 0.11; number 43, H, carries 0.13; number 44, C, carries 0.02; number 45, N, carries -0.10; number 46, C, carries 0.02; number 47, C, carries -0.41; number 48, C, carries 0.03; number 49, O, carries -0.20; number 50, H, carries 0.12; number 51, H, carries 0.08; number 52, H, carries 0.11; number 53, H, carries 0.11; number 54, H, carries 0.10; number 55, H, carries 0.12; number 56, H, carries 0.12; number 57, H, carries 0.11; number 58, H, carries 0.04; number 59, F, carries -0.32; number 60, P, carries 0.24; number 61, F, carries -0.22; number 62, F, carries -0.04; number 63, F, carries -0.11; number 64, F, carries -0.12; number 65, F, carries -0.05

***

Formula: C6H11BrO4
Source: the Open Molecules 2025 dataset
Level of theory: wB97M-V/def2-TZVPD

```
! RIJCOSX wB97M-V def2-TZVPD def2/J DEFGRID3
* xyz 0 1
C -2.05625 -0.30584 -1.31466
C -1.87955 0.14515 -0.02759
O -2.92738 0.55740 0.76525
C -0.48446 0.24596 0.55133
O -0.60942 0.90559 1.82104
C 0.18561 -1.13247 0.68706
O -0.41412 -1.75107 1.85266
C 1.66671 -0.98345 0.83250
O 2.21879 -0.78079 -0.47922
C 2.32481 -2.23251 1.46475
Br 4.27685 -2.29905 1.05744
H -3.06087 -0.38259 -1.76583
H -1.23359 -0.64456 -1.90548
H -3.78046 0.14231 0.50135
H 0.11590 0.84584 -0.11743
H -1.56486 1.13357 1.93645
H 0.01058 -1.73054 -0.20274
H -0.65231 -1.03539 2.46361
H 1.94898 -0.13503 1.44648
H 3.19636 -0.79750 -0.36797
H 2.18067 -2.23239 2.53848
H 1.80728 -3.09647 1.02012
*
```

Relative energy (zero: lowest compared OMol25 entry of this formula, charge and spin) ... 0.0 kJ/mol
SMILES string ... C=C(O)[C@@H](O)[C@H](O)[C@H](O)CBr
Maximum force ... 0.077 hartree/bohr
Kohn-Sham gap ... 0.354 hartree
HOMO level ... -0.3378 hartree

List of Löwdin charges in e, atom by atom: number 1, C, carries 0.08; number 2, C, carries -0.31; number 3, O, carries 0.02; number 4, C, carries -0.26; number 5, O, carries -0.02; number 6, C, carries -0.27; number 7, O, carries -0.01; number 8, C, carries -0.42; number 9, O, carries -0.09; number 10, C, carries -0.46; number 11, Br, carries 0.67; number 12, H, carries 0.07; number 13, H, carries 0.06; number 14, H, carries 0.14; number 15, H, carries 0.15; number 16, H, carries 0.10; number 17, H, carries 0.16; number 18, H, carries 0.09; number 19, H, carries 0.15; number 20, H, carries 0.01; number 21, H, carries 0.07; number 22, H, carries 0.09

***

Formula: C3H5NS
Source: the Open Molecules 2025 dataset
Level of theory: wB97M-V/def2-TZVPD

```
! RIJCOSX wB97M-V def2-TZVPD def2/J DEFGRID3
* xyz 0 1
S -0.40708 -2.89498 0.16596
C -0.69348 -1.31329 0.32673
N -0.35385 -0.15607 -0.41091
C 1.01774 0.39798 -0.59541
C -0.20487 1.20025 0.04722
H -1.53812 -1.07586 0.93128
H 1.00564 0.43500 -1.79798
H 1.85854 -0.04973 0.04777
H -0.87944 2.09337 0.07602
H 0.19492 1.36333 1.20932
*
```

Relative energy (zero: lowest compared OMol25 entry of this formula, charge and spin) ... 317.3 kJ/mol
SMILES string ... S=CN1CC1
Maximum force ... 0.109 hartree/bohr
Kohn-Sham gap ... 0.321 hartree
HOMO level ... -0.3186 hartree

List of Löwdin charges in e, atom by atom: number 1, S, carries 0.63; number 2, C, carries -0.73; number 3, N, carries -0.20; number 4, C, carries -0.08; number 5, C, carries -0.15; number 6, H, carries 0.03; number 7, H, carries 0.14; number 8, H, carries 0.13; number 9, H, carries 0.10; number 10, H, carries 0.13

***

The highest relative energy (zero: lowest compared OMol25 entry of this formula, charge and spin) belongs to which entry?
C17H24N6O3